Version 1
Below is a molecular structure, C3H7IN3, with properties calculated with ωB97M-V/def2-TZVPD.

Computed properties:
Total charge: +1
M: 212.014 g mol⁻¹
LUMO energy: -4.35 eV

Geometry (Å):
C: -0.05 1.07 -0.01
C: 0.37 -1.45 0.15
C: -1.04 -1.07 -0.15
N: 1.16 -0.35 -0.46
N: -1.13 0.39 0.28
N: 0.40 2.27 -0.08
I: 3.09 0.05 0.14
H: 0.53 -1.78 1.29
H: 0.61 -2.43 -0.42
H: -1.29 -1.02 -1.19
H: -1.68 -1.66 0.31
H: -2.07 0.64 0.62
H: 1.26 2.27 -0.62
H: -0.18 3.06 0.14

Let us look at the Mulliken charges, expressed in e, one per atom: C 0.559; C -0.337; C -0.572; N -0.573; N -0.166; N -0.311; I 0.254; H 0.318; H 0.316; H 0.301; H 0.455; H 0.258; H 0.229; H 0.270


Version 2
Below is 2 unconnected molecules or ions with the total composition C3H7IN3, with properties calculated with ωB97M-V/def2-TZVPD.

Computed properties:
Total charge: +1
M: 212.014 g mol⁻¹
LUMO energy: -6.79 eV

Geometry (Å):
C: -1.41 0.12 0.26
C: 0.48 -0.67 -0.47
C: 1.80 -0.61 1.67
N: -0.86 -0.27 -0.82
N: -0.52 0.00 1.38
N: 0.62 -0.42 0.95
I: -2.35 2.15 -3.20
H: -2.45 0.30 0.40
H: 0.67 -1.77 -0.74
H: 1.19 0.00 -1.07
H: 2.18 -1.66 1.92
H: 2.64 -0.04 1.05
H: 1.67 -0.03 2.58
H: -3.66 2.88 -3.92

Let us look at the Mulliken charges, expressed in e, one per atom: C -0.066; C -0.379; C -0.685; N -0.207; N -0.399; N 0.629; I -0.112; H 0.437; H 0.354; H 0.353; H 0.308; H 0.314; H 0.328; H 0.126


Most favorable first, least favorable last: version 1, version 2


Version 1
Below is 2 unconnected molecules or ions with the total composition H2NO3S2, with properties calculated with ωB97M-V/def2-TZVPD.

Computed properties:
Total charge: -1
M: 128.154 g mol⁻¹
LUMO energy (alpha / beta): 1.87 / 2.76 eV

Geometry (Å):
N: -1.04 -0.80 0.32
O: 2.71 0.07 0.33
O: 1.03 -0.24 -1.47
O: 0.14 -0.76 0.92
S: -1.69 2.01 -0.06
S: 1.37 0.41 -0.17
H: -1.75 -0.09 0.75
H: -0.77 -0.60 -0.63

Let us look at the Mulliken charges, expressed in e, one per atom: N -0.169; O -0.549; O -0.578; O -0.343; S -0.636; S 0.719; H 0.211; H 0.344


Version 2
Below is 2 unconnected molecules or ions with the total composition H2NO3S2, with properties calculated with ωB97M-V/def2-TZVPD.

Computed properties:
Total charge: -1
M: 128.154 g mol⁻¹
LUMO energy (alpha / beta): 3.61 / 3.61 eV

Geometry (Å):
N: 0.20 0.40 0.96
O: -2.13 -1.22 -0.15
O: -3.10 0.74 1.14
O: -1.99 1.13 -1.08
S: 0.95 -0.06 -0.52
S: -2.17 0.25 0.08
H: 0.24 -0.47 1.47
H: 0.35 0.69 -1.55

Let us look at the Mulliken charges, expressed in e, one per atom: N -0.584; O -0.485; O -0.542; O -0.527; S -0.181; S 0.980; H 0.232; H 0.107


Most favorable first, least favorable last: version 2, version 1


Version 1
Below is a molecular structure, CH2FIS, with properties calculated with ωB97M-V/def2-TZVPD.

Computed properties:
Total charge: 0
M: 191.996 g mol⁻¹
LUMO energy: -0.47 eV

Geometry (Å):
C: 0.75 0.05 0.02
F: 0.51 1.14 -0.79
S: -1.03 -1.32 -0.36
I: -2.75 0.04 0.38
H: 0.81 0.44 0.98
H: 1.71 -0.35 -0.23

Let us look at the Mulliken charges, expressed in e, one per atom: C -0.257; F -0.211; S -0.206; I 0.113; H 0.281; H 0.281


Version 2
Below is 2 unconnected molecules or ions with the total composition CH2FIS, with properties calculated with ωB97M-V/def2-TZVPD.

Computed properties:
Total charge: 0
M: 191.996 g mol⁻¹
LUMO energy (alpha / beta): -1.95 / -1.34 eV

Geometry (Å):
C: -0.23 -0.22 0.72
F: 0.34 0.10 1.87
S: 0.54 1.67 -1.27
I: 0.37 -2.00 -0.14
H: -1.40 -0.25 0.84
H: 0.38 0.70 -2.02

Let us look at the Mulliken charges, expressed in e, one per atom: C -0.248; F -0.131; S -0.163; I 0.167; H 0.274; H 0.101


Most favorable first, least favorable last: version 1, version 2


Version 1
Below is a single C6H8O3 molecule, with properties calculated with ωB97M-V/def2-TZVPD.

Computed properties:
Total charge: 0
M: 128.127 g mol⁻¹
LUMO energy: 0.36 eV
SMILES: C[C@@]1(C=O)C[C@@H]1C(=O)O

Geometry (Å):
C: -2.12 0.04 0.05
C: -0.64 -0.19 0.22
C: 0.03 0.33 1.49
O: 0.11 -0.38 2.48
C: -0.03 -1.44 -0.39
C: 0.37 -0.09 -0.89
C: 1.79 0.46 -0.37
O: 2.69 -0.25 0.02
O: 2.00 1.73 -0.79
H: -2.57 -0.71 -0.61
H: -2.32 1.03 -0.35
H: -2.62 -0.05 1.03
H: 0.19 1.43 1.50
H: 0.65 -2.00 0.24
H: -0.62 -2.06 -1.07
H: 0.11 0.31 -1.86
H: 2.97 1.85 -0.69

Let us look at the Mulliken charges, expressed in e, one per atom: C -1.443; C 1.186; C -0.312; O -0.481; C -1.049; C 0.064; C 0.339; O -0.537; O -0.440; H 0.329; H 0.308; H 0.393; H 0.399; H 0.228; H 0.283; H 0.388; H 0.344


Version 2
Below is a single C6H8O3 molecule, with properties calculated with ωB97M-V/def2-TZVPD.

Computed properties:
Total charge: 0
M: 128.127 g mol⁻¹
LUMO energy: 0.79 eV
SMILES: O=C1CC2(C1)OCCO2

Geometry (Å):
O: -3.63 -0.05 -0.02
C: -2.43 0.02 0.02
C: -1.34 0.47 -1.00
C: -0.25 -0.02 -0.01
C: -1.33 -0.44 1.00
O: 0.57 -1.00 -0.52
C: 1.95 -0.76 -0.10
C: 1.91 0.73 0.12
O: 0.55 0.99 0.46
H: -1.33 -0.04 -1.98
H: -1.35 1.53 -1.17
H: -1.29 0.11 1.95
H: -1.41 -1.48 1.22
H: 2.60 -1.07 -0.91
H: 2.08 -1.35 0.80
H: 2.51 1.09 0.94
H: 2.19 1.29 -0.79

Let us look at the Mulliken charges, expressed in e, one per atom: O -0.567; C 0.545; C -1.199; C 1.766; C -1.226; O -0.475; C -0.349; C -0.367; O -0.463; H 0.315; H 0.300; H 0.306; H 0.330; H 0.269; H 0.270; H 0.284; H 0.260


Version 3
Below is a single C6H8O3 molecule, with properties calculated with ωB97M-V/def2-TZVPD.

Computed properties:
Total charge: 0
M: 128.127 g mol⁻¹
LUMO energy (alpha / beta): 0.70 / 0.65 eV

Geometry (Å):
C: 0.47 -0.40 -0.92
C: 0.67 0.88 -0.13
C: 0.96 -0.62 -2.31
C: -1.28 -0.36 0.42
C: 0.00 0.52 2.29
C: -0.48 0.85 0.89
O: -0.63 -1.01 -0.52
O: -2.13 -1.04 1.26
O: 1.14 0.27 2.58
H: -2.34 -1.89 0.86
H: -0.82 0.44 3.02
H: 0.62 1.76 -0.78
H: 1.64 0.88 0.39
H: -1.09 1.75 0.93
H: 0.52 0.11 -3.01
H: 0.70 -1.63 -2.63
H: 2.05 -0.50 -2.34

Let us look at the Mulliken charges, expressed in e, one per atom: C 0.408; C -0.755; C -1.191; C -0.025; C -0.175; C 0.402; O -0.320; O -0.454; O -0.482; H 0.338; H 0.334; H 0.273; H 0.322; H 0.391; H 0.284; H 0.332; H 0.319


Version 4
Below is a single C6H8O3 molecule, with properties calculated with ωB97M-V/def2-TZVPD.

Computed properties:
Total charge: 0
M: 128.127 g mol⁻¹
LUMO energy: 0.82 eV
SMILES: COc1ccc(OC)o1

Geometry (Å):
C: -2.22 -1.82 0.51
O: -0.85 -2.25 0.31
C: 0.09 -1.27 0.06
C: 1.36 -1.56 -0.40
C: 2.02 -0.27 -0.55
C: 1.12 0.68 -0.17
O: 1.37 2.02 -0.26
C: 0.22 2.88 0.01
O: -0.09 0.08 0.15
H: -2.34 -1.43 1.53
H: -2.53 -1.08 -0.28
H: -2.85 -2.71 0.39
H: 1.83 -2.53 -0.62
H: 3.04 -0.05 -0.89
H: -0.17 2.65 1.00
H: 0.54 3.94 -0.08
H: -0.56 2.72 -0.72

Let us look at the Mulliken charges, expressed in e, one per atom: C -0.609; O -0.360; C 0.203; C -0.366; C -0.293; C 0.304; O -0.360; C -0.615; O -0.282; H 0.266; H 0.281; H 0.235; H 0.404; H 0.396; H 0.276; H 0.230; H 0.290


Most favorable first, least favorable last: version 1, version 2, version 4, version 3